One molecule with the formula C6H12O at a distorted geometry, computed with ωB97M-V/def2-TZVPD.

Each line ends with the Löwdin charge.
Geometry (Å):
C -1.98339 -1.04364 -0.52526  -0.066
C -0.88972 0.00504 -0.28567  -0.389
C -1.36890 1.12022 0.64165  -0.068
C 0.31126 -0.68957 0.29767  -0.253
O 1.10596 -1.43715 -0.63977  0.013
C 1.72166 -0.42215 0.08337  -0.388
C 2.45191 0.80643 -0.37821  -0.017
H -2.87009 -0.59115 -0.98220  0.078
H -1.62677 -1.84248 -1.18415  0.082
H -2.29481 -1.50201 0.42290  0.084
H -0.59533 0.43304 -1.25217  0.146
H -1.63050 0.72278 1.63059  0.084
H -2.26009 1.60858 0.23421  0.079
H -0.59372 1.88245 0.77856  0.075
H 0.15246 -1.18338 1.25903  0.151
H 2.35269 -0.87675 0.95427  0.151
H 3.13494 0.71212 -1.23254  0.083
H 2.96168 0.52189 0.57156  0.075
H 1.92078 1.77575 -0.39383  0.081

The calculation puts the LUMO energy at 1.09 eV. As for the energy: -310.962067 Eh. The frontier orbital gap comes out at 11.011 eV. The SMILES is CC(C)[C@H]1O[C@H]1C. The HOMO energy comes out at -9.92 eV.